Record 1
{
  "formula": "C38H47As2CaNSSi2",
  "method": "the ωB97M-V functional and the def2-TZVPD basis",
  "species": ["Ca", "C", "C", "As", "C", "C", "C", "C", "C", "C", "C", "C", "C", "C", "C", "C", "As", "C", "C", "C", "C", "C", "C", "C", "C", "C", "C", "C", "C", "H", "H", "H", "H", "H", "H", "H", "H", "H", "H", "H", "H", "H", "H", "H", "H", "H", "H", "H", "H", "H", "H", "H", "H", "S", "C", "C", "C", "C", "C", "N", "H", "H", "H", "H", "C", "Si", "C", "C", "C", "Si", "C", "C", "C", "H", "H", "H", "H", "H", "H", "H", "H", "H", "H", "H", "H", "H", "H", "H", "H", "H", "H", "H"],
  "xyz": [[-0.4340, 1.4831, 0.9446], [2.5209, -2.0254, -0.1946], [1.3272, -2.8785, -0.4580], [-0.4512, -1.9427, 0.0202], [-1.6297, -2.8403, -1.2984], [-2.5455, -1.9862, -1.9529], [-3.4296, -2.4200, -2.9259], [-3.5119, -3.7883, -3.2530], [-2.5515, -4.6480, -2.6247], [-1.6068, -4.1918, -1.7194], [-0.9633, -3.0366, 1.5607], [-2.1309, -3.7477, 1.5838], [-2.4461, -4.6162, 2.6053], [-1.5771, -4.9357, 3.6412], [-0.3693, -4.1656, 3.6504], [-0.0385, -3.3460, 2.6024], [2.4078, -0.6114, -1.7505], [2.6625, -1.8143, -3.2995], [1.5910, -1.9542, -4.2092], [1.5904, -2.9347, -5.1570], [2.7102, -3.7342, -5.2828], [3.8126, -3.6002, -4.4553], [3.8074, -2.6405, -3.4941], [4.3268, -0.1474, -1.5469], [5.0793, 0.1260, -2.7358], [6.1616, 0.9751, -2.7177], [6.6777, 1.3630, -1.4648], [5.9578, 1.0343, -0.3112], [4.8676, 0.2052, -0.3505], [3.4445, -2.5683, -0.2506], [2.4858, -1.4831, 0.7429], [1.2322, -3.8586, 0.0637], [1.1627, -3.0333, -1.5481], [-2.5716, -0.9257, -1.6254], [-4.1114, -1.6856, -3.3663], [-4.2921, -4.1591, -3.9187], [-2.6195, -5.7130, -2.8044], [-0.8204, -4.8596, -1.3228], [-2.8435, -3.6125, 0.8181], [-3.4338, -5.0448, 2.6654], [-1.8251, -5.6347, 4.4527], [0.3215, -4.3411, 4.4650], [0.9583, -2.8495, 2.6177], [0.6634, -1.3521, -4.0106], [0.8035, -2.9392, -5.8674], [2.7773, -4.4810, -6.1006], [4.6758, -4.1987, -4.5483], [4.6064, -2.4747, -2.7400], [4.8621, -0.3074, -3.7294], [6.4618, 1.4347, -3.6464], [7.6246, 1.8729, -1.3637], [6.2616, 1.4369, 0.6698], [4.3699, -0.0210, 0.6256], [1.8578, 3.3620, 0.7750], [0.8442, 3.6013, -0.5854], [0.7995, 4.8595, -1.2788], [0.0201, 5.0277, -2.4261], [-0.8906, 3.9887, -2.7925], [-0.9081, 2.8554, -1.9972], [0.0404, 2.6458, -1.0404], [1.4668, 5.6396, -0.8460], [0.1013, 5.9111, -3.1112], [-1.5482, 4.1500, -3.6479], [-1.5165, 1.9764, -2.1949], [-4.2795, 1.5911, 2.0704], [-3.4500, 3.3046, 1.8995], [-3.6869, 3.9852, 0.1549], [-4.6052, 4.4688, 2.8705], [-1.6571, 3.0739, 2.3530], [-0.7025, 2.5539, 3.8860], [0.0909, 3.9799, 4.7787], [0.7526, 1.3359, 3.5292], [-1.8848, 1.4788, 4.8633], [-4.9751, 1.4144, 1.2472], [-4.8325, 1.3899, 2.9629], [-3.5028, 0.8420, 1.9752], [-4.6259, 4.6446, 0.1876], [-3.8879, 3.2074, -0.5791], [-2.8856, 4.6677, -0.1951], [-5.6511, 4.1738, 2.8471], [-4.6053, 5.4271, 2.2419], [-4.2190, 4.6827, 3.8699], [-0.9552, 3.6623, 1.7006], [0.7632, 3.6172, 5.6156], [-0.7186, 4.5338, 5.3129], [0.5979, 4.7232, 4.1503], [1.5234, 1.7147, 2.8743], [0.4649, 0.3314, 3.2707], [1.2507, 1.1731, 4.5160], [-2.7767, 1.9941, 5.2723], [-1.4702, 0.8644, 5.6394], [-2.3481, 0.7641, 4.1453]],
  "forces_ev_per_a": [[0.723, 0.150, 0.306], [-0.624, 1.079, -1.378], [-2.286, -0.655, -0.033], [0.392, -0.984, -0.225], [-0.429, 0.524, -1.139], [0.728, 0.462, 1.047], [-0.700, -0.722, -0.339], [1.396, 0.406, 1.289], [-1.279, 0.337, -0.650], [0.636, 0.779, 0.658], [1.720, -1.042, 0.640], [-0.256, 0.409, 0.248], [-0.392, -1.167, 1.359], [0.927, 1.846, -0.336], [-0.786, -1.920, 0.385], [0.378, 1.681, -0.581], [1.815, -1.040, 0.883], [-0.149, -0.787, -0.597], [-0.657, 1.238, 2.535], [0.959, 0.060, -0.580], [0.184, -1.134, -1.367], [-0.454, 0.291, -0.201], [-0.884, 1.849, 2.414], [-0.144, -0.490, -2.552], [-0.825, 0.035, -0.089], [0.228, 0.111, 1.290], [-0.761, 0.011, 0.098], [1.980, 0.315, 0.387], [-1.316, 0.549, 1.780], [0.539, -0.213, -0.190], [-0.036, 0.128, 0.215], [0.393, 0.630, -0.300], [0.301, -0.264, 0.678], [-0.025, -0.706, -0.419], [0.204, -0.376, 0.068], [0.414, 0.004, 0.144], [0.174, -0.017, -0.222], [-0.732, 0.227, -0.169], [-0.789, 0.183, -0.749], [-0.177, -0.234, -0.431], [0.095, 0.446, -0.523], [0.197, 0.141, -0.090], [-0.803, -0.337, 0.001], [0.976, -0.455, -0.476], [-0.679, -0.470, -0.488], [-0.245, 0.503, 0.636], [0.721, -0.781, -0.339], [-0.280, -0.490, -0.883], [-0.679, 0.533, 0.745], [0.774, -0.428, -0.129], [-0.174, 0.493, -0.152], [0.147, -0.396, -0.610], [0.205, 0.275, -1.048], [-0.197, -0.647, 0.036], [-0.213, 1.681, -1.119], [0.457, 0.602, -0.205], [0.245, -0.391, 0.192], [0.203, 0.363, 0.495], [1.519, 0.383, -0.672], [-1.662, -1.003, 0.241], [-0.639, -0.522, -0.758], [-0.087, -0.725, 1.090], [0.101, -0.310, 0.344], [-0.216, 0.296, -0.127], [0.185, 0.264, -1.125], [0.320, -0.370, 0.950], [-0.943, 1.168, -0.138], [0.763, 1.458, -1.170], [0.627, -0.245, -0.546], [-0.995, 0.198, -1.253], [-0.086, 0.234, 1.798], [0.128, 0.383, 1.252], [-1.277, -0.121, -0.338], [-0.122, 0.039, -0.124], [-0.227, 0.068, 0.793], [0.193, -0.408, 0.050], [1.155, -0.993, -0.100], [0.192, -0.024, -0.260], [-0.231, -0.560, 0.138], [-0.048, -0.345, 0.331], [0.193, -0.917, 1.164], [-0.397, 0.050, 0.010], [-0.604, 0.324, 0.532], [-0.426, 0.443, -0.994], [0.399, -0.275, -0.409], [0.026, -0.442, 0.041], [0.260, 0.062, -0.307], [-0.317, -0.746, -0.474], [-0.309, 0.245, -0.556], [0.571, 0.051, -0.061], [0.389, -0.186, 0.568], [0.423, 0.336, 0.185]],
  "largest_force_ev_per_a": 3.17,
  "energy_ha": -7657.26974,
  "e_lumo_ev": 0.131
}

Record 2
{
  "formula": "C10H18NSi",
  "method": "the ωB97M-V functional and the def2-TZVPD basis",
  "species": ["C", "C", "C", "C", "C", "C", "C", "C", "C", "C", "N", "Si", "H", "H", "H", "H", "H", "H", "H", "H", "H", "H", "H", "H", "H", "H", "H", "H", "H", "H"],
  "xyz": [[-3.6573, -0.4823, -0.1420], [-3.0929, -1.2518, -1.1898], [-2.8610, 0.0644, 0.8697], [-1.7596, -1.4869, -1.2123], [-1.5480, -0.2128, 0.8552], [-0.9863, -1.0016, -0.1227], [2.1679, 2.0594, -0.7173], [1.5847, -1.9925, -1.5726], [1.3843, -1.7903, 1.7234], [1.0175, 1.8440, 0.1652], [0.9448, 3.0436, 1.0790], [0.8070, -1.3087, -0.0424], [-4.7391, -0.4734, 0.0494], [-3.8281, -1.5924, -1.9519], [-3.2395, 0.7053, 1.6252], [-1.1779, -2.0400, -1.9821], [-0.8653, 0.0724, 1.7904], [3.0212, 1.5292, -0.3307], [2.4330, 3.1093, -0.8021], [2.0087, 1.7231, -1.7776], [1.3902, -3.0739, -1.7198], [1.0022, -1.5137, -2.4502], [2.6637, -1.7900, -1.7850], [0.6202, -1.6252, 2.5428], [1.4386, -2.9080, 1.5963], [2.4415, -1.4242, 2.0081], [-0.0050, 1.9888, -0.3224], [1.7101, 2.9896, 1.7856], [0.1191, 3.0632, 1.6579], [1.0053, 3.7754, 0.3727]],
  "forces_ev_per_a": [[-0.061, -0.686, 0.573], [-2.881, 0.625, -0.097], [-1.411, -0.040, -1.058], [2.390, -0.023, 0.420], [3.126, -0.043, 2.888], [0.355, -0.513, -1.389], [0.466, -0.195, -1.625], [-0.222, 0.759, -1.993], [0.731, -0.359, -0.290], [-3.137, -1.851, -0.514], [1.390, -1.142, 1.157], [0.082, 0.953, 2.010], [0.408, 0.344, -0.765], [0.969, -0.019, 0.498], [-0.672, 0.208, 0.601], [-1.105, 0.324, 0.346], [-1.530, -0.272, -2.266], [0.671, -0.009, -0.055], [0.352, 0.578, -0.195], [-0.040, 0.062, 1.021], [0.169, 0.400, 0.467], [0.909, -0.540, 1.290], [-0.869, -0.188, 0.491], [0.961, 0.160, -1.111], [0.167, 0.730, 0.288], [-1.819, -0.556, -0.410], [1.356, -0.607, 0.034], [-0.243, 0.726, -1.030], [-0.658, 0.175, -0.289], [0.147, 0.998, 1.004]],
  "charge": 1,
  "largest_force_ev_per_a": 4.26,
  "energy_ha": -735.72500,
  "e_lumo_ev": -3.822,
  "relative_energy_kcal_mol": 56.1
}

Record 3
{
  "formula": "C12H16N2O",
  "method": "the ωB97M-V functional and the def2-TZVPD basis",
  "species": ["C", "C", "C", "C", "N", "C", "N", "H", "H", "H", "H", "H", "H", "H", "H", "C", "C", "C", "C", "C", "O", "C", "C", "H", "H", "H", "H", "H", "H", "H", "H"],
  "xyz": [[1.1572, -2.6500, 2.1321], [1.0399, -1.3947, 1.2912], [0.0482, -0.4373, 1.8182], [0.1457, 0.8467, 2.3411], [-1.1332, 1.2108, 2.5504], [-2.0061, 0.2628, 2.1843], [-1.2923, -0.7993, 1.7825], [1.6438, -2.3221, 3.0814], [2.0129, -3.2257, 1.8070], [0.2621, -3.2058, 2.3826], [2.0362, -0.9507, 1.3808], [0.7746, -1.6106, 0.2618], [1.0060, 1.4571, 2.5536], [-1.4349, 2.1304, 2.8397], [-3.0711, 0.2220, 2.3074], [2.6866, 1.3309, -0.7351], [1.3364, 0.7975, -1.2024], [1.3863, -0.2948, -2.0351], [0.1563, -0.6275, -2.6835], [-1.0307, 0.0269, -2.4220], [-2.1758, -0.1364, -3.1413], [-1.0377, 0.9947, -1.4031], [0.1545, 1.4491, -0.8630], [2.4595, 1.8713, 0.2003], [3.1564, 2.0860, -1.3679], [3.4414, 0.5615, -0.5731], [2.1033, -1.0984, -2.1118], [0.2881, -1.3167, -3.5115], [-2.1570, -1.0116, -3.5517], [-1.9578, 1.4592, -1.0747], [0.0943, 2.1996, -0.0868]],
  "forces_ev_per_a": [[1.485, 0.620, 1.621], [0.396, -0.018, 0.542], [-1.603, 0.605, 0.556], [0.705, -1.916, -0.790], [-1.627, 2.654, 0.823], [2.179, -2.594, -0.425], [-0.296, 0.753, -0.251], [-0.911, -0.022, -0.032], [-0.330, -0.873, -0.811], [-0.064, -0.110, -0.381], [-0.085, 0.216, -0.636], [0.180, -0.011, -0.202], [-0.148, 0.165, 0.002], [0.237, -0.109, 0.106], [-0.115, 0.536, 0.060], [-0.772, 0.614, 1.262], [2.825, 0.550, 0.103], [-3.633, -0.677, -0.470], [1.238, -0.013, -0.256], [0.569, 0.795, 0.528], [-0.199, -0.636, 0.000], [0.088, 0.274, -0.249], [-0.683, -1.048, -0.409], [0.601, -0.261, 0.012], [-0.344, -0.113, -0.413], [-0.195, -0.119, 0.138], [0.956, 0.797, -0.107], [-0.614, -0.340, 0.103], [-0.050, 0.223, -0.026], [-0.166, -0.108, -0.234], [0.373, 0.163, -0.165]],
  "largest_force_ev_per_a": 3.73,
  "energy_ha": -651.57839,
  "e_lumo_ev": 0.765,
  "relative_energy_kcal_mol": 40.9,
  "smiles": "CCc1c[nH]cn1.Cc1ccc(O)cc1"
}